Formula: C9H14O
Source: the OMol25 dataset
Level of theory: ωB97M-V/def2-TZVPD

```
24
Properties=species:S:1:pos:R:3:forces:R:3
C -0.5669 -0.0647 2.5820 -0.4 1.9 -2.8
C 0.4044 -1.1972 0.5575 1.0 1.4 -0.2
C 0.6498 -0.2411 1.5736 -5.1 -1.4 0.4
C 1.3527 -1.2819 -0.4367 0.0 0.7 0.3
C 1.7314 0.5436 1.6347 3.1 1.8 2.5
C 2.4882 -0.5128 -0.2310 3.1 0.7 -1.8
C 2.8189 0.4229 0.7639 -3.6 -2.5 -0.8
O 3.4273 -0.8183 -1.2268 0.8 0.8 -0.7
H -0.5350 -1.6903 0.4922 -0.5 -0.4 0.1
H 1.3113 -1.7224 -1.4438 -0.3 -0.3 0.9
H -0.2319 -0.4552 3.4487 0.8 -1.2 3.3
H -1.5200 -0.5980 2.3334 1.0 0.4 -0.3
H 1.9656 1.1547 2.5653 -1.0 -0.5 -1.2
H 3.7335 0.9036 0.9299 1.1 0.5 -0.2
H 3.8986 -0.0462 -1.6217 -0.7 -0.7 0.9
H -0.8472 1.0184 2.7764 0.5 -1.2 -0.4
C -2.4995 -0.1293 -1.9567 -0.9 -0.7 -3.2
C -2.5457 1.4153 -1.6913 -0.9 -1.8 1.8
H -3.2812 -0.5392 -2.7614 1.1 1.1 2.0
H -1.5918 -0.5738 -2.4157 0.2 1.3 -0.2
H -2.4716 -0.7640 -1.1292 -1.0 -0.7 1.9
H -2.0674 1.6004 -0.6742 -0.2 0.0 -1.5
H -3.6289 1.7805 -1.5373 1.7 -0.5 -0.8
H -1.9945 1.7948 -2.5317 -0.1 1.2 0.0
```
Positions in Å, forces in eV/Å.

As for the lowest unoccupied orbital energy: 0.86 eV. For the frontier orbital gap, the calculation gives 9.356 eV. The energy above the lowest of the compared OMol25 structures with the same formula, charge and spin is 48.6 kcal per mole.

Formula: C13H23F5NO2P2Rh
Source: the OMol25 dataset
Level of theory: ωB97M-V/def2-TZVPD

```
47
Properties=species:S:1:pos:R:3:forces:R:3
Rh -0.2456 -0.5676 0.1347 0.8 -2.5 1.8
P -0.1543 0.4128 2.1651 2.4 -0.1 2.7
C 0.9678 1.7975 1.8748 -2.0 1.6 -1.6
C 1.5542 1.7896 0.5828 1.2 0.0 -0.1
N 1.4076 0.6509 -0.2260 0.3 0.0 1.0
C 2.2794 0.3450 -1.2001 0.1 0.8 -0.6
C 3.3494 1.2275 -1.4345 -0.2 0.0 0.5
C 3.4591 2.4249 -0.7016 0.7 -0.4 -1.2
C 2.5130 2.7850 0.2131 -0.8 -0.8 1.5
C 1.9832 -0.8676 -2.0865 -0.5 0.1 0.6
P 0.1697 -1.2625 -1.9563 1.6 0.2 -1.6
H 2.6037 3.6745 0.8498 0.0 -0.3 -0.5
H 4.0950 0.9488 -2.1600 0.1 0.1 -0.1
H 4.3272 3.0584 -0.8517 -0.1 0.0 -0.2
H 2.2372 -0.7118 -3.1416 0.0 0.3 0.2
H 2.4887 -1.8069 -1.8102 0.2 0.5 0.4
H -1.8792 4.2109 0.9651 -0.8 -0.6 -1.8
H 0.8224 2.7907 2.3767 0.5 -1.2 -0.2
H -2.6385 1.8417 -1.1107 -0.7 0.1 0.9
O -2.2206 3.8460 0.0890 1.4 0.9 1.0
H -1.7502 4.3848 -0.5876 -0.6 -0.4 0.7
H -1.3726 0.2137 -0.3865 -3.0 2.0 -1.4
O -2.9825 0.9393 -1.0613 -0.8 -1.1 0.9
H -3.5120 0.7210 -0.2265 1.1 1.2 -1.8
C -0.6082 -0.2798 -3.2365 -0.6 0.5 0.0
H -0.1193 -0.5329 -4.1882 -0.1 0.0 0.2
H -1.6805 -0.5322 -3.2807 0.3 0.2 0.0
H -0.5029 0.8015 -3.0467 -0.1 -0.5 0.0
C 0.0583 -2.9579 -2.4951 -0.2 -0.5 0.4
H -0.8920 -3.3913 -2.1832 0.0 0.0 -0.2
H 0.1516 -2.9638 -3.5848 -0.1 0.0 0.0
H 0.8608 -3.5399 -2.0449 0.0 0.0 0.0
C 1.0241 -0.4881 3.2817 -0.3 -0.5 -0.3
H 1.2333 0.1393 4.1639 -0.2 -0.1 -0.2
H 0.6595 -1.4833 3.5609 -0.1 0.4 0.2
H 1.9665 -0.6485 2.7476 -0.2 0.2 0.0
C -1.6618 0.6799 3.1394 -0.8 0.0 -0.6
H -2.1096 -0.3029 3.3702 0.3 0.3 -0.2
H -1.4591 1.2023 4.0856 0.3 0.0 -0.3
H -2.3892 1.2449 2.5426 0.1 -0.1 0.2
F -2.3699 -2.5143 -0.6916 0.3 0.7 0.8
C -1.8297 -1.9601 0.4423 -0.5 -0.5 0.6
F -2.8980 -1.3814 1.1732 1.6 -0.6 -1.1
C -1.3377 -3.1870 1.2952 -0.6 -1.5 0.3
F -2.3725 -4.0530 1.4171 1.2 0.8 0.0
F -0.3080 -3.8415 0.6670 -1.1 1.0 0.6
F -0.9177 -2.8566 2.5549 -0.4 0.0 -1.4
```
Positions in Å, forces in eV/Å.

As for the charge: +2. As for the lowest unoccupied orbital energy (alpha / beta): -6.61 / -11.52 eV. The spin multiplicity is 5. For the frontier orbital gap (alpha / beta), the calculation gives 6.345 / 5.057 eV. The energy above the lowest of the compared OMol25 structures with the same formula, charge and spin is 5.8 kcal per mole.

Formula: Ca3H12NO9
Source: the OMol25 dataset
Level of theory: ωB97M-V/def2-TZVPD

```
25
Properties=species:S:1:pos:R:3:forces:R:3
Ca 3.0282 20.5277 16.3234 0.0 0.0 0.2
Ca 8.5057 17.2129 15.1352 0.7 0.2 -0.2
Ca 3.8101 16.2036 12.1009 0.4 -0.4 -0.5
N 5.3603 18.1840 14.5815 -2.5 1.7 -2.8
O 6.4703 18.1058 14.0967 6.5 -0.5 0.9
O 4.5597 17.4746 14.0628 -4.2 -5.5 -2.0
O 4.9236 19.1022 15.1606 0.8 3.5 4.1
O 3.3594 14.8477 14.0896 0.4 1.0 -0.9
H 3.4287 15.2186 14.9693 -0.1 0.0 0.4
H 3.2680 13.9057 14.2328 -0.3 -0.9 -0.1
O 6.0140 21.0721 12.6075 0.0 -0.2 0.0
H 6.4458 20.3061 12.9858 0.4 0.0 0.1
H 5.1367 21.0664 12.9903 -0.4 0.3 -0.1
O 5.8884 17.4796 11.3079 -1.1 -1.0 0.9
H 6.2009 18.2142 10.7798 0.0 0.4 -0.9
H 6.2796 17.6202 12.1701 0.4 0.2 0.2
O 3.3219 18.5003 17.6175 0.3 0.7 -0.8
H 4.2155 18.1653 17.6912 0.3 -0.1 0.4
H 2.7758 17.8138 18.0006 -0.7 -0.2 0.5
O 2.1124 18.8816 14.7900 0.2 0.5 0.2
H 2.5882 18.0623 14.6537 0.3 -0.2 0.3
H 1.5038 18.9311 14.0529 -0.8 0.4 -0.2
O 5.2505 21.6310 16.2031 -1.0 -0.8 0.2
H 5.7152 22.2466 15.6363 0.1 0.6 -0.5
H 5.7024 21.6917 17.0448 0.3 0.3 0.6
```
Positions in Å, forces in eV/Å.

As for the charge: +5. As for the lowest unoccupied orbital energy: -17.67 eV. For the frontier orbital gap, the calculation gives 7.627 eV.

Formula: C3H10NOS
Source: the OMol25 dataset
Level of theory: ωB97M-V/def2-TZVPD

```
16
Properties=species:S:1:pos:R:3:forces:R:3
C 0.4378 -0.8342 0.9015 0.6 0.1 0.0
C 0.4205 -0.2662 -0.5313 -1.9 0.5 -0.6
S -0.8248 -1.1193 -1.5760 -0.4 -0.4 -0.1
C -0.5130 -0.0377 1.7853 -1.1 0.6 -0.1
N 0.0203 1.2182 2.3511 -0.8 -0.4 -0.3
H 0.0498 -1.8498 0.9576 0.4 -0.3 -0.5
H 1.4686 -0.7878 1.2858 -0.2 -0.2 0.4
H -0.0278 0.7293 -0.4062 0.5 0.2 -0.1
H 1.2556 -0.1482 -1.2232 0.8 -0.3 1.0
H -1.4185 0.2017 1.2030 0.4 0.0 -0.4
H -1.0079 -0.6244 2.5730 0.8 -0.1 0.3
H 0.8015 1.5497 1.7994 0.1 -0.1 0.4
H 0.2091 1.0784 3.3253 0.7 0.2 0.1
H -0.6026 -0.4253 -3.9624 0.2 0.3 0.9
H -0.0062 1.0249 -3.9635 -0.2 -0.3 0.6
O -0.2622 0.2906 -4.5194 0.1 0.1 -1.4
```
Positions in Å, forces in eV/Å.

As for the charge: -1. As for the lowest unoccupied orbital energy: 3.95 eV. For the frontier orbital gap, the calculation gives 6.478 eV. The energy above the lowest of the compared OMol25 structures with the same formula, charge and spin is 22.0 kcal per mole.

- What is the formula in the fourth record?
  C3H10NOS